[1]
Here is a structure of composition C31H50F5N6O3PRbSSi in a non-equilibrium geometry from OMol25. Energies are from the ωB97M-V functional and the def2-TZVPD basis.

```
99
C31H50F5N6O3PRbSSi the ωB97M-V functional and the def2-TZVPD basis
Rb -0.199 -0.347 0.142
F 4.058 2.471 -4.380
C 3.570 2.517 -3.124
C 2.253 2.173 -2.865
F 1.451 1.790 -3.876
C 1.778 2.234 -1.573
F 0.484 1.889 -1.384
C 2.545 2.625 -0.464
S 1.886 2.672 1.142
C 3.868 2.962 -0.780
F 4.714 3.355 0.186
C 4.373 2.913 -2.067
F 5.652 3.255 -2.307
C 2.599 -5.186 -0.132
Si 2.710 -3.457 0.693
C 4.470 -2.834 0.364
C 2.605 -3.801 2.561
O 1.578 -2.486 0.173
H 3.579 -5.653 -0.268
H 2.133 -5.099 -1.119
H 1.992 -5.874 0.465
H 5.226 -3.564 0.668
H 4.657 -1.905 0.905
H 4.611 -2.625 -0.700
H 3.312 -4.572 2.881
H 1.597 -4.137 2.820
H 2.807 -2.895 3.138
O -1.755 -1.466 -1.638
P -1.580 -2.706 -2.417
N -0.088 -2.635 -3.151
C 0.964 -1.661 -2.773
C 2.250 -2.318 -3.263
C 1.799 -3.188 -4.430
C 0.479 -3.745 -3.911
N -1.746 -4.060 -1.464
C -1.786 -5.456 -1.922
C -1.178 -6.265 -0.772
C -1.406 -5.376 0.446
C -1.130 -3.992 -0.111
N -2.729 -2.840 -3.614
C -2.856 -1.622 -4.434
C -3.801 -2.041 -5.551
C -3.378 -3.485 -5.803
C -3.123 -4.020 -4.393
H 1.025 -1.542 -1.692
H 0.777 -0.702 -3.263
H 2.649 -2.936 -2.455
H 3.008 -1.583 -3.536
H 2.508 -3.975 -4.689
H 1.622 -2.580 -5.321
H 0.678 -4.616 -3.271
H -0.191 -4.058 -4.720
H -1.212 -5.616 -2.838
H -2.820 -5.760 -2.121
H -0.105 -6.390 -0.934
H -1.625 -7.255 -0.685
H -0.739 -5.615 1.274
H -2.439 -5.472 0.796
H -0.058 -3.767 -0.151
H -1.592 -3.188 0.466
H -1.881 -1.319 -4.838
H -3.236 -0.801 -3.827
H -3.718 -1.402 -6.429
H -4.834 -2.006 -5.199
H -2.447 -3.501 -6.376
H -4.117 -4.075 -6.345
H -2.356 -4.794 -4.404
H -4.033 -4.463 -3.971
N -0.173 0.261 3.060
C 0.426 0.249 4.043
N 1.153 0.364 5.160
C 2.438 1.066 4.929
C 2.228 2.569 4.975
O 1.613 2.947 6.207
C 0.333 2.359 6.330
C 0.434 0.839 6.345
H 2.827 0.762 3.958
H 3.131 0.747 5.710
H 1.607 2.887 4.128
H 3.178 3.097 4.919
H -0.308 2.678 5.496
H -0.099 2.729 7.262
H -0.553 0.378 6.364
H 0.992 0.507 7.223
C -3.718 -3.777 2.875
C -4.537 -2.838 1.980
C -5.831 -2.419 2.685
C -4.848 -3.493 0.626
C -3.720 -1.647 1.713
N -3.043 -0.749 1.491
H -4.277 -4.699 3.042
H -3.517 -3.310 3.839
H -2.763 -4.027 2.411
H -6.435 -3.307 2.878
H -6.410 -1.734 2.066
H -5.619 -1.931 3.636
H -5.398 -4.422 0.789
H -3.937 -3.708 0.069
H -5.458 -2.827 0.015
```

energy relative to the best compared isomer or geometry (same formula, charge and spin) = 26.0 kcal per mole
HOMO-LUMO gap = 5.9 eV
total charge = -1


[2]
Here is a cluster of 3 separate species, C6H13N2S in total in a non-equilibrium geometry from OMol25. Energies are from the ωB97M-V functional and the def2-TZVPD basis.

```
22
C6H13N2S the ωB97M-V functional and the def2-TZVPD basis
C -2.909 2.390 -0.364
C -1.910 2.981 -0.042
C -0.739 -1.991 0.721
C -0.719 -2.320 -0.866
C 0.489 -1.103 0.475
C 0.237 0.341 0.717
N -0.016 1.056 -0.321
N 0.448 -1.366 -0.997
S 3.500 1.311 1.011
H -3.590 1.887 -0.970
H -1.187 3.751 0.057
H -1.539 -1.262 1.156
H -0.671 -2.777 1.453
H -0.545 -3.395 -1.231
H -1.620 -1.999 -1.262
H 1.454 -1.398 0.970
H 0.390 0.968 1.618
H -0.244 0.440 -1.193
H -0.209 2.083 -0.214
H 1.340 -1.837 -1.133
H 4.548 0.550 0.617
H 3.492 1.691 -0.204
```

energy relative to the best compared isomer or geometry (same formula, charge and spin) = 126.1 kcal per mole
HOMO-LUMO gap = 9.1 eV
total charge = +1


[3]
Here is an isolated molecule of C4H8O in a non-equilibrium geometry from OMol25. Energies are from the ωB97M-V functional and the def2-TZVPD basis.

```
13
C4H8O the ωB97M-V functional and the def2-TZVPD basis
O 2.008 0.525 -0.255
C 1.085 -0.596 -0.080
C -0.218 -0.221 0.523
C -1.380 -0.305 -0.374
C -0.877 1.058 -0.011
H 2.414 0.851 0.675
H 1.568 -1.446 0.454
H 0.907 -0.934 -1.120
H -0.231 -0.741 1.584
H -1.234 -0.662 -1.392
H -2.245 -0.841 0.019
H -1.383 1.704 0.796
H -0.416 1.608 -0.818
```

energy relative to the best compared isomer or geometry (same formula, charge and spin) = 48.2 kcal per mole
HOMO-LUMO gap = 11.1 eV
SMILES string = OCC1CC1
total charge = 0


[4]
Here is an isolated molecule of C6H9NO in a non-equilibrium geometry from OMol25. Energies are from the ωB97M-V functional and the def2-TZVPD basis.

```
17
C6H9NO the ωB97M-V functional and the def2-TZVPD basis
C -0.050 -2.340 0.397
C -0.663 -1.072 -0.134
O -1.672 -1.034 -0.814
C 0.067 0.347 0.469
C -0.636 0.977 1.620
N 1.545 0.399 0.334
C 0.759 0.885 -0.587
C 0.703 1.480 -1.901
H -0.377 -3.189 -0.209
H -0.375 -2.496 1.429
H 1.041 -2.284 0.356
H -1.708 1.051 1.422
H -0.485 0.379 2.523
H -0.247 1.985 1.802
H -0.329 1.711 -2.169
H 1.132 0.799 -2.639
H 1.295 2.400 -1.899
```

energy relative to the best compared isomer or geometry (same formula, charge and spin) = 57.9 kcal per mole
HOMO-LUMO gap = 9.6 eV
SMILES string = CC(=O)[C@@]1(C)N=C1C
total charge = 0


[5]
Here is a structure of composition C28H32Cl48FN3O7SSi2 in a non-equilibrium geometry from OMol25. Energies are from the ωB97M-V functional and the def2-TZVPD basis.

```
122
C28H32Cl48FN3O7SSi2 the ωB97M-V functional and the def2-TZVPD basis
C 5.720 -4.565 -0.038
C 6.926 -3.415 -0.155
O 6.423 -2.034 -0.012
C 5.712 -1.633 -1.246
C 4.234 -0.986 -0.881
O 3.611 -0.484 -2.150
Si 2.632 0.967 -1.760
O 3.849 2.242 -1.454
O 1.749 0.575 -0.301
Si 0.743 1.874 0.289
C 0.884 3.554 -0.623
N 0.212 4.693 0.176
C -1.111 1.273 0.051
C -1.556 0.153 1.164
C -2.577 -1.000 0.600
C -3.894 -1.045 1.600
C -5.216 -0.542 0.717
C -5.926 -1.864 0.030
C -6.631 -1.494 -1.404
O -7.689 -0.466 -1.301
C -8.472 -0.613 -2.573
N 1.168 2.097 2.054
C 0.117 2.672 2.732
S -1.042 3.714 3.441
C 1.550 1.290 -3.322
O 1.818 2.406 -4.049
N 0.470 0.310 -3.753
C -0.610 1.088 -4.515
O -1.204 2.081 -3.837
F -0.941 0.664 -5.902
H 5.033 -4.247 0.854
H 6.207 -5.627 0.067
H 5.063 -4.542 -1.026
H 7.496 -3.567 -1.184
H 7.678 -3.596 0.753
H 6.285 -0.818 -1.872
H 5.485 -2.556 -1.961
H 4.296 -0.121 -0.072
H 3.488 -1.839 -0.508
H 4.752 1.831 -1.313
H 1.974 3.939 -0.826
H 0.224 3.467 -1.610
H 1.033 5.101 0.714
H -0.071 5.458 -0.505
H -1.856 2.178 -0.064
H -1.110 0.723 -1.006
H -0.554 -0.406 1.490
H -1.933 0.713 2.132
H -2.033 -2.050 0.747
H -2.849 -0.911 -0.537
H -4.004 -2.154 1.990
H -3.826 -0.306 2.511
H -4.901 0.287 -0.055
H -5.959 -0.068 1.518
H -6.754 -2.223 0.788
H -5.100 -2.685 -0.083
H -5.806 -1.158 -2.163
H -7.123 -2.468 -1.843
H -9.213 -1.523 -2.467
H -7.768 -0.752 -3.505
H -9.098 0.376 -2.791
H 0.978 -0.351 -4.414
C 1.987 5.758 5.805
Cl 0.442 5.778 6.694
Cl 3.314 5.371 6.929
Cl 1.917 4.525 4.521
Cl 2.273 7.359 5.077
C -12.414 -2.073 -3.482
Cl -10.795 -2.703 -3.880
Cl -13.587 -3.414 -3.475
Cl -12.374 -1.310 -1.872
Cl -12.898 -0.866 -4.699
C 6.313 8.041 3.870
Cl 7.620 6.919 3.414
Cl 5.196 7.226 4.994
Cl 7.012 9.475 4.663
Cl 5.424 8.543 2.410
C -5.087 5.080 4.575
Cl -5.607 6.557 5.425
Cl -5.440 5.240 2.836
Cl -3.336 4.846 4.807
Cl -5.965 3.676 5.232
C 5.713 -6.671 3.342
Cl 6.796 -5.262 3.458
Cl 6.415 -7.869 2.225
Cl 5.519 -7.405 4.954
Cl 4.123 -6.150 2.731
C 7.513 -5.682 -4.047
Cl 6.191 -4.540 -3.697
Cl 6.916 -7.352 -3.876
Cl 8.093 -5.426 -5.712
Cl 8.852 -5.410 -2.904
C -9.887 -5.848 -6.216
Cl -8.830 -4.619 -6.954
Cl -10.353 -7.048 -7.448
Cl -9.015 -6.663 -4.893
Cl -11.349 -5.063 -5.569
C -3.887 -5.647 0.270
Cl -5.427 -5.945 -0.575
Cl -2.835 -7.076 0.110
Cl -3.079 -4.232 -0.451
Cl -4.206 -5.335 1.995
C -8.687 3.250 -0.139
Cl -7.068 2.621 -0.537
Cl -9.860 1.909 -0.132
Cl -8.648 4.013 1.470
Cl -9.171 4.457 -1.357
C 11.413 5.297 1.739
Cl 12.470 6.526 1.001
Cl 10.947 4.097 0.508
Cl 12.285 4.482 3.063
Cl 9.951 6.082 2.387
C 3.013 -1.311 2.771
Cl 1.473 -1.610 1.926
Cl 4.065 -2.741 2.611
Cl 3.821 0.104 2.050
Cl 2.694 -0.999 4.495
C 7.813 1.484 0.045
Cl 9.120 0.362 -0.411
Cl 6.696 0.669 1.169
Cl 8.512 2.918 0.838
Cl 6.924 1.986 -1.415
```

HOMO-LUMO gap = 7.8 eV
total charge = 0


[6]
Here is an isolated molecule of C6H9F in a non-equilibrium geometry from OMol25. Energies are from the ωB97M-V functional and the def2-TZVPD basis.

```
16
C6H9F the ωB97M-V functional and the def2-TZVPD basis
C 0.403 1.140 -2.370
C -0.411 0.397 -1.614
C -0.078 0.106 -0.257
C 1.244 0.301 0.394
C -0.942 -0.563 0.569
C -0.703 -1.142 1.892
F -2.261 -0.818 0.311
H 1.344 1.729 -2.063
H 0.191 1.491 -3.465
H -1.367 0.021 -1.886
H 1.377 -0.492 1.355
H 2.003 0.015 -0.371
H 1.328 1.389 0.719
H 0.247 -1.130 2.379
H -1.064 -2.115 1.906
H -1.311 -0.330 2.503
```

energy relative to the best compared isomer or geometry (same formula, charge and spin) = 43.8 kcal per mole
HOMO-LUMO gap = 9.2 eV
SMILES string = C=C/C(C)=C(/C)F
total charge = 0


[7]
Here is the ion C4H8N3 with charge +1 in a non-equilibrium geometry from OMol25. Energies are from the ωB97M-V functional and the def2-TZVPD basis.

```
15
C4H8N3 the ωB97M-V functional and the def2-TZVPD basis
C 1.472 -0.316 -0.094
N 0.184 0.259 0.315
C 0.187 1.739 0.232
C -0.917 -0.613 0.078
N -0.711 -1.878 -0.272
C -2.156 0.064 0.085
N -2.993 0.851 0.060
H 1.585 -0.501 -1.104
H 2.381 0.175 0.304
H 1.534 -1.189 0.413
H 0.838 2.094 1.097
H 0.795 1.971 -0.665
H -0.827 2.085 0.168
H -1.509 -2.368 -0.611
H 0.136 -2.374 -0.006
```

energy relative to the best compared isomer or geometry (same formula, charge and spin) = 76.3 kcal per mole
HOMO-LUMO gap = 9.6 eV
SMILES string = CN(C)C(=[NH2+])C#N
total charge = +1


[8]
Here is the ion C3H8NOS with charge -1 in a non-equilibrium geometry from OMol25. Energies are from the ωB97M-V functional and the def2-TZVPD basis.

```
14
C3H8NOS the ωB97M-V functional and the def2-TZVPD basis
N -0.417 0.341 -1.743
C -0.450 -0.321 -0.404
C -0.773 -1.821 -0.385
O -0.919 -2.269 0.847
C 0.780 -0.059 0.425
S 0.884 1.918 0.765
H 0.527 0.282 -2.100
H -1.082 -0.048 -2.396
H -1.177 0.341 0.097
H -1.700 -1.918 -1.090
H -0.015 -2.375 -1.046
H 0.842 -0.703 1.293
H 1.695 -0.095 -0.163
H -0.104 1.607 1.650
```

energy relative to the best compared isomer or geometry (same formula, charge and spin) = 56.7 kcal per mole
HOMO-LUMO gap = 6.1 eV
SMILES string = N[C@@H](C[O-])CS
total charge = -1